Molecular formula: C44H69N3O2P2SiV
Method: DFT, ωB97M-V/def2-TZVPD

Values from the calculation:
- HOMO level (spin up / spin down): -13.69 / -13.53 eV

Structure (ORCA input):
```
! wB97M-V def2-TZVPD RIJCOSX def2/J DEFGRID3
* xyz 2 2
V -0.02406 0.76350 -0.18562
C 0.28662 -3.03564 0.10652
Si 0.03114 -1.50131 1.13252
C -1.45612 -1.52959 2.26583
C -1.39598 -2.29293 3.43485
C -2.38593 -2.19315 4.39854
C -3.43268 -1.29994 4.21939
C -3.51254 -0.54195 3.06095
C -2.53628 -0.66857 2.07231
P -2.62059 0.12677 0.42984
C -3.10558 -1.34181 -0.60695
C -4.06281 -2.37755 0.05209
C -5.26276 -2.70667 -0.83025
C -4.83022 -3.18690 -2.21394
C -3.76898 -2.25828 -2.84162
C -3.55875 -0.98192 -2.02689
C -4.05034 1.29808 0.62162
C -5.42317 0.59941 0.66341
C -6.49661 1.56772 1.15929
C -6.57885 2.80556 0.27520
C -5.21578 3.47284 0.13859
C -4.15309 2.48431 -0.34277
C 1.46981 -1.21767 2.28426
C 2.18288 -2.30860 2.78292
C 3.16035 -2.14128 3.75329
C 3.43505 -0.87407 4.24048
C 2.74662 0.22247 3.74266
C 1.77006 0.06098 2.76073
P 0.90216 1.52830 2.09002
C 2.28469 2.78655 2.06866
C 2.37011 3.72049 3.28682
C 3.74163 4.39743 3.31254
C 3.99048 5.18702 2.03237
C 3.82077 4.30463 0.79987
C 2.45415 3.61750 0.79532
C -0.43875 1.92362 3.27744
C -1.03861 3.31655 3.04832
C -2.39880 3.43657 3.75969
C -2.46397 2.56663 5.02313
C -1.08780 2.46020 5.66893
C -0.12702 1.67201 4.76620
H 0.35993 -3.88054 0.79722
H -0.54245 -3.26148 -0.56575
H 1.21483 -3.00691 -0.46770
H -0.55423 -2.95150 3.61740
H -2.32994 -2.79120 5.29830
H -4.19273 -1.19466 4.98234
H -4.33950 0.14466 2.94905
H -2.13574 -1.84660 -0.69557
H -3.49641 -3.29516 0.23362
H -4.39541 -2.05203 1.03558
H -5.86262 -3.47430 -0.34034
H -5.91329 -1.83327 -0.92030
H -4.43158 -4.19968 -2.13322
H -5.70075 -3.25631 -2.86546
H -2.80865 -2.78433 -2.91215
H -4.03910 -1.99617 -3.86467
H -2.82125 -0.34899 -2.52202
H -4.47851 -0.39376 -1.99624
H -3.84592 1.72191 1.61365
H -5.67325 0.27326 -0.34986
H -5.41664 -0.29350 1.28419
H -7.45952 1.05664 1.19432
H -6.26330 1.86227 2.18950
H -6.93891 2.51563 -0.71765
H -7.30741 3.51127 0.67464
H -5.27189 4.31428 -0.55407
H -4.90597 3.88306 1.10662
H -4.43081 2.12236 -1.33980
H -3.19932 2.99950 -0.43947
H 1.98814 -3.30873 2.41372
H 3.70790 -2.99804 4.12233
H 4.19464 -0.73439 4.99772
H 2.99160 1.20445 4.12710
H 3.15188 2.11933 2.10912
H 1.59753 4.48945 3.20333
H 2.19376 3.19248 4.22418
H 3.80980 5.04800 4.18520
H 4.51710 3.63256 3.43048
H 3.27972 6.01891 1.97984
H 4.98596 5.63078 2.04536
H 3.93835 4.89210 -0.11229
H 4.60226 3.53776 0.78157
H 1.67800 4.39065 0.76088
H 2.35802 2.99018 -0.09442
H -1.20497 1.19771 2.98179
H -0.35378 4.06981 3.43772
H -1.15242 3.53333 1.97950
H -2.56347 4.48324 4.02132
H -3.20726 3.16532 3.07559
H -3.19356 2.97827 5.72015
H -2.81224 1.55952 4.77203
H -0.69298 3.46336 5.85261
H -1.14906 1.97417 6.64259
H 0.90337 1.93185 5.01084
H -0.22084 0.60033 4.95861
O -0.23837 -0.56722 -1.86461
H -0.95009 -1.18701 -2.07254
H 0.60264 -1.02560 -1.99767
O 3.87913 -0.82505 -0.11464
C 2.85327 -0.30410 -0.27609
N 1.79174 0.24305 -0.46578
C -1.55181 2.00334 -2.74142
C -1.64166 3.22354 -3.69075
N -0.63660 4.21492 -3.33361
C 0.68945 3.63165 -3.50620
C 0.82071 2.31831 -2.69121
N -0.39005 2.15246 -1.82393
C -0.52493 3.39586 -1.02014
C -0.81939 4.60514 -1.94896
H -1.39653 1.08042 -3.29457
H -2.44447 1.90041 -2.13195
H -2.62918 3.68216 -3.63264
H -1.47959 2.92401 -4.72581
H 1.43163 4.36091 -3.18071
H 0.85872 3.44254 -4.56545
H 1.70140 2.33101 -2.05200
H 0.87664 1.43344 -3.32350
H 0.41612 3.53417 -0.49315
H -1.30917 3.25424 -0.27260
H -0.14618 5.42887 -1.71116
H -1.84191 4.95910 -1.81223
*
```

***

Molecular formula: C44H70FN2O8P3Rb
Method: DFT, ωB97M-V/def2-TZVPD

Values from the calculation:
- HOMO level: -2.54 eV
- Energy relative to the best compared isomer or geometry (same formula, charge and spin): 0.0 kcal per mole

Structure (ORCA input):
```
! wB97M-V def2-TZVPD RIJCOSX def2/J DEFGRID3
* xyz -1 1
Rb -0.16505 0.48692 -0.94518
C -3.89874 -0.37282 -3.93129
C -2.64875 0.15066 -3.21687
O -2.38460 -0.69710 -2.09465
P -2.96082 1.85176 -2.59976
O -4.38679 1.82941 -1.85186
O -3.26813 2.67344 -3.89645
O -1.92717 2.37093 -1.67970
P -1.23861 0.30611 -4.42032
O -1.18214 -1.19922 -5.03163
O -1.76360 1.25950 -5.45101
O 0.04032 0.56229 -3.69842
H -4.72517 -0.42391 -3.22213
H -3.68741 -1.37431 -4.30583
H -4.17846 0.26220 -4.76996
H -1.60618 -1.26908 -2.24644
H -4.23099 1.96173 -0.90734
H -2.70659 2.28596 -4.65556
H -0.35759 -1.61008 -4.74052
C -2.13936 5.51361 -1.69926
C -3.04809 5.08003 -0.55461
C -3.79175 6.28866 0.02555
C -2.33634 4.33807 0.55750
C -3.07541 3.59958 1.46986
C -2.49949 2.96598 2.56563
C -3.42349 2.24744 3.53795
C -4.42836 1.32812 2.83606
C -4.18662 3.25626 4.40481
C -1.11283 3.07295 2.76764
C -0.34980 3.80524 1.84852
C -0.96788 4.40859 0.75791
C 1.12711 4.06131 2.08174
C 1.97351 3.89084 0.82126
C 1.31505 5.45782 2.68381
C -0.48514 2.57512 4.04017
C -0.74506 3.34176 5.17762
C -0.22439 3.01418 6.41773
C 0.58243 1.89616 6.54073
C 0.85924 1.13031 5.42069
C 0.35110 1.44279 4.15755
P 0.79180 0.45257 2.66266
C -0.18537 -1.14139 2.94386
C 0.26996 -2.21862 1.95265
C -0.18601 -1.70462 4.36428
C -1.61719 -0.74774 2.55845
C 2.63787 0.05823 2.79288
C 3.37537 1.34272 3.18490
C 3.10173 -1.06646 3.72135
C 3.06734 -0.29297 1.35400
H -2.74064 5.92125 -2.51340
H -1.57472 4.66564 -2.08354
H -1.44547 6.29576 -1.37750
H -3.79534 4.39607 -0.96849
H -3.08092 6.99960 0.45485
H -4.48529 5.99330 0.81476
H -4.35812 6.80146 -0.75484
H -4.15198 3.53855 1.33430
H -2.80919 1.63833 4.20530
H -5.19040 1.90718 2.31014
H -4.94517 0.70939 3.57256
H -3.94716 0.66947 2.11292
H -4.80168 3.90256 3.77445
H -3.51016 3.89170 4.97560
H -4.84388 2.73907 5.10772
H -0.36433 4.97363 0.06052
H 1.48617 3.34255 2.81820
H 1.75694 4.65720 0.07598
H 1.79722 2.91202 0.36996
H 3.03552 3.96504 1.06472
H 0.95184 6.22296 1.99349
H 2.37041 5.65302 2.88853
H 0.76085 5.55572 3.61927
H -1.36365 4.22447 5.07114
H -0.44413 3.63153 7.28013
H 1.00187 1.62277 7.50097
H 1.49474 0.26302 5.52912
H 1.24388 -2.64626 2.17969
H 0.29952 -1.84988 0.92400
H -0.45575 -3.03982 1.97632
H 0.81404 -1.94759 4.71904
H -0.77057 -2.63056 4.37352
H -0.65031 -1.01378 5.06935
H -1.64764 -0.66880 1.46907
H -1.92927 0.19069 3.01611
H -2.32143 -1.53311 2.85123
H 3.09820 1.70144 4.17786
H 3.19765 2.14083 2.46344
H 4.44934 1.13456 3.18990
H 2.96054 -0.82203 4.77581
H 4.17224 -1.22457 3.56543
H 2.63728 -2.02784 3.51253
H 4.15255 -0.42423 1.32799
H 2.63385 -1.22869 0.99486
H 2.80484 0.51899 0.66884
C -1.34382 -4.42281 -1.16682
N -0.21545 -4.36410 -2.07108
C 0.25451 -5.60516 -2.65923
C 1.76888 -5.60953 -2.68923
C 2.25829 -4.40025 -3.45767
N 1.51111 -3.19386 -3.10914
C 2.22678 -1.94574 -3.32488
C 0.41861 -3.18596 -2.29520
O 0.00302 -2.12273 -1.79756
H -1.12411 -5.10274 -0.33926
H -2.23880 -4.77451 -1.68688
H -1.53521 -3.43226 -0.76763
H -0.16374 -5.73365 -3.66608
H -0.11807 -6.42392 -2.04242
H 2.14086 -6.52051 -3.16024
H 2.15396 -5.55395 -1.66696
H 2.18212 -4.56050 -4.53941
H 3.30893 -4.22176 -3.21612
H 2.98466 -1.79014 -2.55031
H 1.54170 -1.10316 -3.33181
H 2.72555 -2.00175 -4.29400
F 5.57182 -4.19813 5.05378
C 4.87769 -4.15726 3.86360
C 5.47167 -3.61047 2.74009
C 4.77784 -3.56507 1.54635
C 3.44690 -4.07235 1.39741
C 2.75028 -4.04281 0.18362
C 2.89972 -4.62658 2.60006
C 3.59662 -4.66907 3.79604
H 6.48169 -3.22102 2.80779
H 5.26679 -3.14278 0.67367
H 1.69831 -4.31400 0.18410
H 3.10837 -3.42048 -0.62980
H 1.89915 -5.04710 2.56523
H 3.14714 -5.10201 4.68295
*
```

***

Molecular formula: C44H70KN5OPS
Method: DFT, ωB97M-V/def2-TZVPD

Values from the calculation:
- HOMO level (spin up / spin down): 0.10 / -1.38 eV
- Energy relative to the best compared isomer or geometry (same formula, charge and spin): 41.5 kcal per mole

Structure (ORCA input):
```
! wB97M-V def2-TZVPD RIJCOSX def2/J DEFGRID3
* xyz -2 2
K -0.19950 -0.82780 0.39290
C 1.99120 -3.34650 1.77630
C 2.74260 -2.42110 2.51580
C 1.81600 -1.66780 3.29160
C 0.53740 -2.18420 3.01020
C 0.63380 -3.21670 2.07400
C -0.45020 -4.17060 1.62850
C -0.25940 -5.51010 2.36630
C -0.36930 -4.42980 0.12100
C -1.85070 -3.65290 1.95300
C 1.98380 -0.61360 4.38150
C 2.97480 0.50810 4.04060
C 2.38790 -1.29020 5.70790
C 0.65330 0.11170 4.64590
C 4.25100 -2.33420 2.30960
C 4.76080 -3.54230 1.50140
C 5.06420 -2.35720 3.61340
C 4.61630 -1.09230 1.47910
H 2.39100 -4.09450 1.10920
H -0.38040 -1.89570 3.49960
H 0.71570 -5.93340 2.13860
H -1.02640 -6.23550 2.08410
H -0.31350 -5.35290 3.44170
H 0.62310 -4.77790 -0.15290
H -0.58180 -3.51170 -0.42210
H -1.09460 -5.18830 -0.18100
H -1.95610 -3.46520 3.01840
H -2.60020 -4.39310 1.66670
H -2.05830 -2.73330 1.41410
H 3.99840 0.15820 3.98110
H 2.94220 1.28830 4.80590
H 2.69730 0.95540 3.08870
H 3.31990 -1.83790 5.61190
H 1.61650 -2.00180 5.99810
H 2.49780 -0.55360 6.50860
H 0.25770 0.52230 3.72050
H 0.81180 0.93170 5.35210
H -0.08360 -0.55720 5.08180
H 4.46850 -4.47760 1.97260
H 5.85150 -3.51280 1.44320
H 4.36970 -3.52300 0.48860
H 4.83970 -3.26440 4.17210
H 4.84940 -1.50440 4.24500
H 6.13530 -2.34930 3.39460
H 3.95830 -1.04660 0.61360
H 5.65290 -1.14950 1.13700
H 4.49530 -0.17050 2.03530
O -2.20150 -1.39190 -0.74530
N -2.95930 -1.15050 -1.75570
C -2.69480 -1.74210 -2.92770
C -3.46240 -1.56860 -4.05950
C -4.56880 -0.72560 -3.98730
C -4.84680 -0.12040 -2.78800
C -4.05910 -0.32150 -1.64130
S -4.46690 0.37660 -0.17260
H -1.82610 -2.38670 -2.91710
H -3.20850 -2.08980 -4.97240
H -5.19750 -0.56300 -4.85290
H -5.70360 0.52640 -2.67440
C 0.15670 5.58720 1.69170
C 1.21490 4.49260 1.57270
N 0.68470 3.20910 1.98220
C -0.63530 2.99690 2.31060
N -1.08920 1.81460 2.21080
C -2.43040 1.50080 2.62500
C -3.31120 2.72950 2.86560
C -2.49960 3.79100 3.59940
N -1.34440 4.09430 2.79000
C -0.65020 5.34000 2.96330
H -0.52930 5.52820 0.84420
H 0.62880 6.57270 1.70420
H 2.07560 4.73810 2.21780
H 1.58150 4.44300 0.54170
H 1.06840 2.40970 1.49420
H -2.36970 0.88970 3.53450
H -2.87580 0.88500 1.84140
H -4.19470 2.46050 3.44330
H -3.63350 3.12780 1.90280
H -2.20350 3.41990 4.59600
H -3.07820 4.71400 3.73530
H 0.02430 5.33670 3.84010
H -1.39180 6.13600 3.11310
C 5.06730 -0.77330 -2.49280
C 3.94680 -0.55750 -3.50080
C 4.49600 -0.14650 -4.86160
C 3.19410 -1.87640 -3.65920
P 2.37000 0.56230 -2.55990
C 1.46760 0.80720 -4.11100
C 0.31210 0.01030 -4.29030
C -0.52650 0.20140 -5.37090
C -0.23810 1.15190 -6.33630
C 0.92410 1.91430 -6.20250
C 1.73880 1.75720 -5.10460
C 3.19130 2.25810 -2.16200
C 2.16530 3.39230 -2.26920
C 3.62620 2.11400 -0.70060
C 4.41790 2.67930 -2.97140
H 5.64680 -1.67210 -2.72920
H 4.62530 -0.89960 -1.50560
H 5.76450 0.06380 -2.46520
H 5.14990 -0.93170 -5.26100
H 5.07930 0.76950 -4.81060
H 3.68590 0.00720 -5.57260
H 3.86090 -2.67020 -4.00850
H 2.37980 -1.77210 -4.37650
H 2.77300 -2.18500 -2.70020
H 0.13690 -0.81130 -3.60560
H -1.41520 -0.40600 -5.47650
H -0.89430 1.29130 -7.18620
H 1.20210 2.62650 -6.97400
H 2.63900 2.34910 -5.04640
H 1.29770 3.17960 -1.64880
H 1.82280 3.50900 -3.29420
H 2.61150 4.33800 -1.94800
H 2.81140 1.70800 -0.10630
H 3.91930 3.08150 -0.28910
H 4.47190 1.43600 -0.61940
H 4.19310 2.83660 -4.02250
H 5.21850 1.95320 -2.89060
H 4.78430 3.63120 -2.57710
N -0.36810 1.05530 -1.71480
C 0.81120 1.16080 -1.41750
H -0.75640 0.78840 -2.62540
*
```